[1]
{"formula": "C24H31BClFO12", "method": "ωB97M-V with the def2-TZVPD basis set", "orbital_gap_ev": 8.10, "smiles": "CCOB(O)C1=C(Cl)C(=O)C=C(F)C1=O.O=C1CCCO1.O=C1CCCO1.O=C1CCCO1.O=C1CCCO1", "e_homo_ev": -9.33, "lumo_energy_ev": -1.2, "elements": ["C", "C", "O", "B", "O", "C", "C", "Cl", "C", "O", "C", "C", "F", "C", "O", "H", "H", "H", "H", "H", "H", "H", "O", "C", "O", "C", "C", "C", "H", "H", "H", "H", "H", "H", "O", "C", "O", "C", "C", "C", "H", "H", "H", "H", "H", "H", "O", "C", "O", "C", "C", "C", "H", "H", "H", "H", "H", "H", "O", "C", "O", "C", "C", "C", "H", "H", "H", "H", "H", "H"], "coordinates": [[2.552, -0.106, 0.925], [2.030, 1.353, 0.425], [0.810, 1.789, 1.105], [-0.356, 1.650, 0.284], [-0.837, 2.779, -0.473], [-1.122, 0.194, 0.292], [-0.766, -0.736, -0.709], [0.427, -0.458, -2.040], [-1.492, -2.171, -0.651], [-0.825, -3.139, -1.089], [-2.947, -2.294, -0.038], [-3.303, -1.346, 0.962], [-4.590, -1.415, 1.537], [-2.234, -0.217, 1.362], [-2.317, 0.340, 2.490], [2.908, -0.760, 0.055], [3.468, 0.043, 1.603], [1.754, -0.696, 1.478], [2.862, 2.087, 0.770], [1.998, 1.439, -0.711], [-1.796, 2.924, -0.296], [-3.678, -3.106, -0.387], [1.615, -2.012, 3.430], [1.003, -1.841, 4.448], [1.245, -2.505, 5.612], [0.257, -2.132, 6.581], [-0.272, -0.794, 6.115], [-0.159, -0.908, 4.609], [-0.519, -2.902, 6.602], [0.717, -2.068, 7.569], [-1.284, -0.585, 6.465], [0.381, 0.008, 6.472], [-1.046, -1.366, 4.167], [0.047, 0.057, 4.147], [2.939, -1.224, -3.626], [2.486, -1.456, -4.716], [1.175, -1.296, -5.045], [0.959, -1.767, -6.380], [2.316, -1.718, -7.043], [3.254, -2.003, -5.889], [0.556, -2.783, -6.331], [0.235, -1.124, -6.883], [2.416, -2.421, -7.873], [2.505, -0.712, -7.430], [3.410, -3.075, -5.744], [4.207, -1.488, -6.008], [-6.104, -3.325, -1.239], [-6.110, -2.439, -2.053], [-5.035, -2.100, -2.813], [-5.350, -0.940, -3.592], [-6.859, -0.914, -3.674], [-7.267, -1.524, -2.350], [-4.945, -0.059, -3.085], [-4.888, -1.024, -4.578], [-7.264, 0.085, -3.841], [-7.197, -1.556, -4.494], [-7.339, -0.773, -1.560], [-8.198, -2.084, -2.434], [5.283, 3.612, 0.685], [4.871, 4.073, 1.716], [3.670, 3.748, 2.268], [3.448, 4.557, 3.430], [4.822, 5.009, 3.869], [5.568, 5.110, 2.556], [2.803, 5.396, 3.152], [2.948, 3.965, 4.198], [4.807, 5.940, 4.438], [5.283, 4.239, 4.495], [5.441, 6.090, 2.089], [6.625, 4.874, 2.674]], "forces_ev_per_a": [[0.1, 0.2, -0.4], [2.7, -0.2, 0.8], [-1.4, -0.5, -2.6], [0.7, 1.1, 1.0], [-0.3, -1.7, 2.0], [-0.1, -1.8, -1.7], [-2.0, 0.7, 1.9], [-1.7, -0.5, 2.0], [2.2, -1.6, -1.3], [-2.9, 2.9, 1.5], [-0.2, 2.2, 1.9], [0.8, -2.0, -2.7], [3.0, 0.6, -0.8], [-0.6, 1.1, 2.2], [0.3, -1.7, -4.1], [-0.6, 1.1, 1.0], [-1.5, -0.3, -0.8], [1.0, 0.9, -0.6], [-1.7, -1.1, -0.7], [-0.4, -0.2, 1.5], [1.0, -0.4, -0.6], [1.4, 1.2, 0.6], [0.2, -0.4, 0.7], [0.1, -0.1, -0.9], [0.2, 0.1, -0.3], [-0.1, -0.1, 0.4], [-0.4, 0.4, 0.2], [-0.1, 0.4, 0.5], [0.0, 0.0, 0.0], [0.1, -0.2, -0.2], [0.1, -0.1, 0.0], [-0.1, -0.1, 0.0], [0.1, 0.1, -0.1], [-0.1, -0.3, -0.3], [-0.6, 0.1, -0.5], [0.6, -0.2, 0.9], [0.3, 0.1, 0.2], [-0.4, -0.1, -0.3], [0.2, 0.0, -0.6], [0.0, 0.2, -0.5], [0.0, 0.0, 0.0], [0.0, 0.0, 0.3], [-0.1, 0.1, 0.1], [0.0, -0.1, 0.0], [0.1, 0.1, 0.1], [0.0, -0.2, 0.3], [0.5, 0.3, -0.6], [-0.1, -0.5, 0.9], [-0.2, -0.3, 0.2], [0.2, 0.4, -0.4], [-0.4, 0.3, -0.3], [-0.2, 0.1, -0.5], [0.0, -0.1, 0.0], [0.1, -0.1, 0.2], [0.1, -0.1, 0.0], [0.1, 0.1, 0.1], [0.0, -0.1, 0.1], [0.1, 0.0, 0.4], [-0.6, -0.1, 0.6], [0.4, -0.1, -1.0], [0.4, 0.0, -0.2], [-0.4, 0.1, 0.4], [0.3, 0.3, 0.5], [0.1, 0.0, 0.5], [0.0, -0.1, 0.0], [-0.1, -0.1, -0.3], [-0.1, -0.1, 0.0], [-0.1, 0.1, 0.0], [0.1, -0.1, -0.1], [-0.1, 0.1, -0.3]]}

***

[2]
{"formula": "C16H12Br2N3OPdSSbSe4", "method": "ωB97M-V with the def2-TZVPD basis set", "orbital_gap_ev": [4.33, 4.33], "relative_energy_ev": 1.0737, "e_homo_ev": [-1.61, -1.61], "total_charge": -2, "lumo_energy_ev": [2.7, 2.7], "elements": ["Pd", "C", "C", "C", "C", "C", "C", "Br", "C", "C", "Br", "C", "O", "C", "N", "H", "H", "H", "H", "H", "H", "Se", "Sb", "Se", "Se", "Se", "N", "C", "S", "C", "C", "C", "N", "C", "C", "H", "H", "H", "H", "H", "H"], "coordinates": [[1.547, -0.126, 0.112], [0.104, -2.755, -2.181], [-0.387, -3.091, -0.802], [-1.114, -4.269, -0.530], [-1.535, -4.523, 0.744], [-1.243, -3.612, 1.781], [-1.644, -3.755, 3.130], [-2.654, -5.277, 3.687], [-1.330, -2.799, 4.054], [-0.598, -1.668, 3.690], [-0.222, -0.367, 5.022], [-0.132, -1.429, 2.387], [0.535, -0.402, 2.057], [-0.495, -2.464, 1.420], [-0.099, -2.241, 0.153], [-0.022, -3.592, -2.867], [1.156, -2.467, -2.142], [-0.445, -1.897, -2.576], [-1.331, -4.963, -1.333], [-2.096, -5.420, 0.972], [-1.647, -2.910, 5.082], [5.720, 1.032, -4.169], [5.524, 1.141, -1.764], [3.328, -0.398, -1.258], [5.111, 3.330, -0.840], [6.747, -0.497, -0.481], [-1.367, 5.841, -2.107], [-1.751, 5.187, -0.995], [-2.882, 5.837, 0.020], [-1.107, 3.872, -0.777], [-0.398, 3.224, -1.787], [0.217, 2.017, -1.519], [0.171, 1.436, -0.317], [-0.516, 2.042, 0.655], [-1.174, 3.242, 0.461], [-1.712, 6.778, -2.227], [-0.511, 5.592, -2.574], [-0.317, 3.616, -2.791], [0.789, 1.499, -2.275], [-0.509, 1.531, 1.610], [-1.711, 3.707, 1.275]], "forces_ev_per_a": [[-0.1, 0.0, 0.4], [0.0, 0.0, 0.0], [0.1, 0.0, 0.0], [0.0, 0.0, 0.0], [0.0, 0.0, 0.0], [0.0, 0.1, 0.0], [0.0, 0.0, 0.0], [0.0, 0.0, 0.0], [0.0, 0.0, 0.0], [0.0, 0.1, 0.0], [0.0, 0.0, 0.0], [0.0, 0.0, 0.0], [-0.1, 0.1, 0.0], [-0.1, 0.0, 0.0], [0.0, 0.0, -0.1], [0.0, 0.0, 0.0], [0.0, 0.0, 0.0], [0.0, 0.0, 0.0], [0.0, 0.0, 0.0], [0.0, 0.0, 0.0], [0.0, 0.0, 0.0], [0.0, 0.0, -0.1], [-0.3, 0.0, 0.0], [0.2, 0.0, -0.2], [-0.1, 0.1, 0.0], [0.1, -0.1, 0.0], [0.1, 0.0, 0.1], [-0.2, 0.4, 0.0], [0.0, -0.1, -0.1], [0.1, -0.4, 0.0], [-0.1, 0.0, 0.0], [0.1, 0.0, 0.0], [0.2, 0.1, -0.1], [0.0, -0.1, 0.0], [0.0, 0.1, 0.0], [0.0, 0.0, 0.0], [0.0, 0.0, 0.0], [0.0, 0.0, 0.0], [0.0, 0.0, 0.0], [0.0, 0.0, 0.0], [0.0, 0.0, 0.0]]}

***

[3]
{"formula": "C30H49NO21", "method": "ωB97M-V with the def2-TZVPD basis set", "orbital_gap_ev": 9.99, "relative_energy_ev": 3.2926, "smiles": "C[C@H]1COC(=O)O1.C[C@H]1COC(=O)O1.C[C@H]1COC(=O)O1.C[C@H]1COC(=O)O1.C[C@H]1COC(=O)O1.COC(=O)OC.COC(=O)OC.CCCC#N", "e_homo_ev": -9.64, "lumo_energy_ev": 0.4, "elements": ["C", "C", "C", "O", "C", "O", "O", "H", "H", "H", "H", "H", "H", "C", "C", "C", "O", "C", "O", "O", "H", "H", "H", "H", "H", "H", "C", "C", "C", "O", "C", "O", "O", "H", "H", "H", "H", "H", "H", "C", "C", "C", "O", "C", "O", "O", "H", "H", "H", "H", "H", "H", "C", "C", "C", "O", "C", "O", "O", "H", "H", "H", "H", "H", "H", "C", "O", "C", "O", "O", "C", "H", "H", "H", "H", "H", "H", "C", "O", "C", "O", "O", "C", "H", "H", "H", "H", "H", "H", "C", "C", "C", "C", "N", "H", "H", "H", "H", "H", "H", "H"], "coordinates": [[1.576, -1.756, -3.588], [0.607, -1.922, -4.628], [-0.492, -2.968, -4.366], [-1.720, -2.223, -4.534], [-1.428, -0.935, -4.805], [-2.283, -0.155, -5.108], [-0.180, -0.754, -4.775], [1.216, -1.769, -2.610], [2.083, -0.753, -3.861], [2.449, -2.518, -3.504], [1.245, -2.163, -5.490], [-0.287, -3.310, -3.251], [-0.351, -3.806, -5.066], [3.866, 3.070, -1.007], [4.964, 2.055, -1.224], [5.244, 1.140, -0.040], [5.027, -0.222, -0.488], [4.681, -0.195, -1.827], [4.513, -1.205, -2.523], [4.575, 1.075, -2.214], [3.993, 3.707, -1.818], [3.919, 3.554, -0.125], [2.899, 2.592, -1.093], [5.868, 2.445, -1.652], [4.608, 1.315, 0.764], [6.253, 1.221, 0.245], [-5.445, -0.633, 1.862], [-4.717, 0.660, 1.852], [-3.921, 1.025, 3.130], [-2.614, 1.055, 2.649], [-2.595, 0.991, 1.387], [-1.628, 1.195, 0.675], [-3.727, 0.679, 0.850], [-5.973, -0.807, 2.796], [-4.814, -1.489, 1.512], [-6.263, -0.596, 1.130], [-5.469, 1.389, 1.767], [-4.122, 0.152, 3.770], [-4.395, 1.869, 3.522], [-3.299, -4.230, -0.985], [-2.754, -3.170, -0.053], [-1.232, -3.458, 0.149], [-0.594, -2.606, -0.751], [-1.366, -1.660, -1.122], [-1.041, -0.725, -1.880], [-2.593, -1.846, -0.659], [-2.778, -4.324, -1.993], [-4.300, -3.919, -1.170], [-3.532, -5.161, -0.455], [-3.200, -3.170, 0.926], [-0.819, -4.435, 0.068], [-0.870, -3.195, 1.104], [0.934, 4.051, 1.210], [1.487, 3.664, 2.556], [0.470, 3.145, 3.611], [1.109, 2.057, 4.225], [2.314, 1.854, 3.654], [3.103, 1.014, 4.103], [2.549, 2.668, 2.614], [1.716, 4.620, 0.658], [-0.024, 4.546, 1.341], [0.722, 3.178, 0.693], [2.105, 4.491, 2.999], [-0.453, 2.691, 3.101], [0.098, 3.938, 4.248], [-3.813, -5.158, 5.575], [-2.881, -4.611, 4.749], [-3.027, -3.504, 4.057], [-4.250, -2.914, 3.677], [-1.907, -2.958, 3.681], [-1.956, -1.663, 3.157], [-3.452, -5.042, 6.564], [-3.831, -6.161, 5.399], [-4.681, -4.596, 5.517], [-0.902, -1.386, 2.892], [-2.362, -1.026, 3.921], [-2.616, -1.591, 2.322], [0.789, 2.151, -3.590], [1.294, 3.473, -3.212], [1.864, 4.253, -4.198], [2.130, 3.687, -5.458], [2.218, 5.434, -3.902], [3.049, 6.138, -4.813], [0.154, 1.677, -2.827], [1.609, 1.534, -3.617], [0.199, 2.176, -4.487], [4.092, 6.084, -4.701], [2.701, 7.162, -4.841], [2.942, 5.722, -5.772], [1.548, 0.463, 0.183], [1.013, -0.435, 1.262], [2.024, -1.543, 1.476], [1.425, -2.700, 2.206], [0.973, -3.652, 2.686], [2.439, 0.919, 0.423], [0.736, 1.107, -0.097], [1.672, -0.067, -0.687], [0.178, -0.847, 1.017], [0.688, 0.110, 2.099], [2.770, -1.251, 2.196], [2.296, -2.007, 0.596]], "forces_ev_per_a": [[4.7, 1.1, 0.6], [-1.0, -1.8, -1.1], [1.1, -0.1, 1.8], [0.4, -2.1, 0.4], [-3.6, -0.7, -0.6], [0.3, 0.3, 0.3], [4.0, 2.2, -0.6], [-1.0, 0.6, 1.6], [-0.5, -1.5, 1.0], [-1.5, 1.0, -0.9], [-1.0, 0.5, -0.7], [-1.1, 0.4, -2.2], [-0.8, 0.2, 0.3], [0.1, -2.7, -2.5], [-0.5, -1.8, 0.4], [0.2, -0.9, -1.3], [-0.2, 0.4, -1.2], [0.0, -2.3, -0.1], [0.4, 3.2, 2.1], [-0.7, -0.1, -1.3], [-0.4, 1.7, -1.3], [0.5, 1.7, 3.0], [-0.2, -0.2, 0.0], [0.4, 0.7, 0.2], [-1.1, 0.3, 1.5], [1.3, 0.0, 0.6], [-0.6, -1.5, -1.3], [-0.1, -0.6, 1.1], [-2.0, -3.6, -0.9], [0.9, 1.2, 4.5], [3.2, 0.7, -5.3], [-0.2, -0.2, 1.3], [-2.3, 0.0, -0.9], [0.4, -0.3, 0.3], [-0.4, 0.6, 0.9], [0.2, 0.1, -0.1], [-0.6, 1.5, -1.0], [0.8, 0.5, 0.4], [0.5, 1.9, 0.9], [-0.9, 0.6, -0.7], [3.7, -1.1, -0.9], [-0.6, 0.0, 1.1], [2.8, -1.3, -0.4], [-0.5, 4.2, -3.5], [-0.8, -2.6, 2.3], [-2.2, -0.3, 0.7], [-0.4, 0.0, 1.6], [-1.0, 0.4, -0.8], [1.0, -0.1, -0.1], [-0.7, 0.5, 0.1], [-0.3, -1.1, -0.8], [0.0, 0.6, 1.4], [1.5, 0.7, 0.7], [1.1, 1.5, 2.1], [-1.8, -0.6, -2.7], [0.7, 0.3, 0.5], [2.2, -2.4, 1.6], [-2.0, 2.2, -1.7], [-0.8, -1.0, -0.4], [-1.0, -0.1, 0.2], [0.2, 0.5, 0.0], [-0.4, -1.7, -1.3], [-1.3, 0.0, -0.3], [1.1, 0.8, 0.4], [0.4, -0.1, 0.6], [-0.1, 1.4, 1.4], [3.0, 2.0, -2.5], [-7.0, 3.0, -2.0], [6.5, -3.5, 2.5], [0.4, -1.9, 0.7], [1.2, 0.9, 0.0], [0.5, 0.1, 1.2], [-0.8, -2.7, -0.8], [-2.2, 0.4, -0.4], [-1.1, -0.3, 0.3], [0.1, 0.5, 0.3], [-0.3, -0.1, -0.8], [-1.3, 0.9, 0.5], [0.3, 2.3, -1.0], [0.5, -7.6, -7.0], [-1.6, 3.2, 7.1], [0.3, 1.1, 2.1], [-1.2, 0.9, -1.1], [0.0, 1.1, 0.4], [2.0, -1.5, -0.8], [0.2, 0.1, -0.6], [1.3, -0.3, 1.4], [0.0, 0.1, 0.3], [-0.7, -0.5, -1.3], [-2.7, 0.0, 0.7], [5.0, 1.4, 0.2], [-1.9, -0.6, 3.8], [-0.5, -0.8, 0.2], [0.4, 0.9, -0.3], [1.8, 1.3, 0.7], [-0.1, 1.1, 0.1], [0.6, -1.7, -2.2], [-5.3, -2.6, -2.4], [0.4, 0.8, 1.7], [1.1, 0.4, -0.5], [1.4, -0.3, -2.1]]}

***

[4]
{"formula": "C36H38Cl2NO2PPtSi", "method": "ωB97M-V with the def2-TZVPD basis set", "orbital_gap_ev": 8.44, "relative_energy_ev": 0.7953, "e_homo_ev": -8.35, "lumo_energy_ev": 0.1, "elements": ["Pt", "O", "C", "C", "C", "C", "C", "C", "C", "P", "C", "C", "C", "C", "C", "C", "C", "C", "C", "C", "C", "C", "H", "H", "H", "H", "H", "H", "H", "H", "H", "H", "H", "H", "H", "H", "N", "H", "H", "H", "Cl", "C", "Cl", "H", "H", "C", "C", "C", "C", "Si", "O", "C", "C", "C", "C", "C", "C", "C", "C", "C", "C", "C", "C", "H", "H", "H", "H", "H", "H", "H", "H", "H", "H", "H", "H", "H", "H", "H", "H", "H", "H", "H"], "coordinates": [[-0.104, -0.158, -0.233], [-0.451, 0.327, -2.901], [0.119, -0.426, -2.159], [0.951, -1.562, -2.675], [0.997, -1.871, -4.031], [1.758, -2.948, -4.450], [2.473, -3.714, -3.525], [2.434, -3.396, -2.175], [1.673, -2.312, -1.758], [1.465, -1.687, -0.076], [3.101, -1.123, 0.469], [3.249, -0.725, 1.797], [4.456, -0.214, 2.243], [5.523, -0.086, 1.363], [5.378, -0.467, 0.039], [4.169, -0.981, -0.411], [1.126, -3.167, 0.921], [2.073, -3.841, 1.685], [1.714, -4.996, 2.368], [0.418, -5.481, 2.287], [-0.531, -4.810, 1.526], [-0.180, -3.655, 0.849], [0.428, -1.270, -4.729], [1.796, -3.206, -5.500], [3.059, -4.557, -3.864], [2.987, -3.988, -1.455], [2.414, -0.813, 2.481], [4.561, 0.093, 3.275], [6.465, 0.318, 1.711], [6.203, -0.359, -0.652], [4.063, -1.265, -1.450], [3.087, -3.474, 1.744], [2.453, -5.517, 2.964], [0.143, -6.380, 2.824], [-1.545, -5.185, 1.470], [-0.917, -3.095, 0.282], [-3.058, -1.828, -0.399], [-3.739, -1.264, 0.098], [-3.244, -2.790, -0.134], [-3.284, -1.738, -1.384], [0.891, 1.702, 2.551], [-0.304, 1.055, 3.673], [-0.170, -0.716, 3.756], [-1.294, 1.307, 3.307], [-0.111, 1.455, 4.661], [-2.195, 3.928, 1.792], [-2.872, 3.686, 0.437], [-4.224, 4.399, 0.411], [-1.986, 4.269, -0.670], [-2.987, 1.811, 0.169], [-1.480, 1.248, 0.120], [-3.921, 1.444, -1.423], [-5.230, 0.957, -1.448], [-5.877, 0.680, -2.645], [-5.220, 0.881, -3.849], [-3.916, 1.357, -3.849], [-3.277, 1.635, -2.650], [-3.946, 1.018, 1.602], [-5.222, 1.434, 1.999], [-5.879, 0.848, 3.072], [-5.274, -0.180, 3.779], [-4.018, -0.626, 3.395], [-3.371, -0.034, 2.318], [-2.070, 5.003, 1.963], [-1.207, 3.467, 1.824], [-2.794, 3.530, 2.616], [-4.073, 5.483, 0.445], [-4.841, 4.135, 1.271], [-4.786, 4.173, -0.498], [-1.783, 5.326, -0.464], [-2.474, 4.214, -1.645], [-1.030, 3.746, -0.737], [-5.758, 0.780, -0.517], [-6.892, 0.302, -2.635], [-5.720, 0.664, -4.785], [-3.392, 1.504, -4.785], [-2.249, 1.971, -2.668], [-5.725, 2.225, 1.455], [-6.866, 1.193, 3.355], [-5.783, -0.637, 4.618], [-3.540, -1.438, 3.930], [-2.409, -0.419, 2.008]], "forces_ev_per_a": [[0.0, 0.1, 0.0], [0.2, -0.1, 0.1], [-0.2, 0.2, 0.0], [0.1, -0.2, -0.1], [0.0, 0.0, 0.1], [0.1, -0.1, 0.1], [-0.1, 0.1, 0.0], [0.0, 0.0, -0.1], [0.0, 0.1, 0.0], [0.1, 0.0, 0.0], [0.0, 0.1, 0.0], [0.0, -0.1, 0.0], [0.0, 0.0, 0.0], [0.0, 0.0, 0.0], [0.0, 0.0, 0.0], [0.0, 0.0, 0.0], [-0.2, 0.1, 0.0], [0.0, 0.0, -0.1], [0.0, 0.0, 0.0], [0.0, 0.0, 0.0], [0.0, 0.0, 0.0], [0.0, 0.1, 0.1], [0.0, 0.0, 0.0], [0.0, 0.0, 0.0], [0.0, 0.0, 0.0], [0.0, 0.0, 0.0], [0.0, 0.0, 0.0], [0.0, 0.0, 0.0], [0.0, 0.0, 0.0], [0.0, 0.0, 0.0], [0.0, 0.0, 0.0], [0.1, 0.0, 0.0], [0.0, 0.0, 0.0], [0.0, 0.0, 0.0], [0.0, 0.0, 0.0], [0.0, 0.0, 0.0], [-0.1, -0.2, 0.0], [0.0, 0.1, 0.0], [-0.1, 0.0, -0.1], [0.0, 0.0, 0.0], [0.1, 0.2, 0.0], [0.0, -0.1, -0.1], [-0.1, 0.0, 0.1], [0.0, 0.0, 0.0], [0.0, 0.0, 0.0], [0.0, 0.0, 0.0], [0.0, 0.0, 0.1], [0.0, 0.0, 0.0], [0.0, 0.0, 0.0], [0.0, 0.0, 0.0], [0.0, -0.1, 0.2], [0.0, -0.1, 0.0], [0.0, 0.0, 0.0], [0.0, 0.0, 0.0], [0.0, 0.0, 0.0], [0.0, 0.0, 0.0], [0.0, 0.0, 0.0], [0.0, 0.0, -0.1], [0.0, 0.0, 0.0], [0.0, 0.0, 0.0], [0.0, -0.1, 0.0], [0.0, 0.0, 0.0], [-0.1, 0.0, 0.0], [0.0, 0.0, 0.0], [0.0, 0.0, 0.0], [0.0, 0.0, 0.0], [0.0, 0.0, 0.0], [0.0, 0.0, 0.0], [0.0, 0.0, 0.0], [0.0, 0.0, 0.0], [0.0, 0.0, 0.0], [0.0, 0.0, 0.0], [0.0, 0.0, 0.0], [0.0, 0.0, 0.0], [0.0, 0.0, 0.0], [0.0, 0.0, 0.0], [0.0, 0.0, 0.0], [0.0, 0.0, 0.0], [0.0, 0.0, 0.0], [0.0, 0.0, 0.0], [0.0, 0.0, 0.0], [0.1, 0.0, 0.0]]}